a:
{
  "formula": "C4H11NO3",
  "method": "ωB97M-V with the def2-TZVPD basis set",
  "species": ["C", "N", "C", "C", "C", "O", "O", "H", "H", "H", "H", "H", "H", "H", "H", "H", "H", "H", "O"],
  "xyz": [[-0.0412, -2.0245, -0.0484], [-0.2104, -0.6811, 0.4885], [-0.2040, 1.7547, 0.0643], [0.4555, 0.4130, -0.2144], [1.9417, 0.4327, 0.3195], [2.8694, 0.2724, -0.6635], [2.0904, 0.6625, 1.4791], [-0.4824, -2.7903, 0.5725], [-0.5721, -2.0090, -0.9956], [0.9997, -2.1760, -0.3572], [0.1626, -0.6076, 1.4271], [-1.2828, 1.6878, -0.0102], [0.2587, 2.5215, -0.5530], [-0.0089, 1.9957, 1.1099], [0.5364, 0.2152, -1.2848], [2.6361, 1.3108, -0.4004], [-3.7762, -0.3910, -0.6180], [-2.5488, -0.3335, 0.3031], [-2.8238, -0.2534, -0.6186]],
  "nbo_charge": [-0.42, -0.64, -0.62, -0.14, 0.66, -0.60, -0.56, 0.21, 0.21, 0.17, 0.37, 0.24, 0.20, 0.22, 0.21, 0.49, 0.47, 0.49, -0.95],
  "lumo_energy_ev": 0.559
}


b:
{
  "formula": "C4H11NO3",
  "method": "ωB97M-V with the def2-TZVPD basis set",
  "species": ["O", "C", "N", "C", "O", "C", "C", "H", "H", "H", "H", "H", "H", "H", "H", "H", "H", "H", "O"],
  "xyz": [[-0.4513, 1.7123, -0.3264], [0.0862, 0.6210, -0.4421], [-0.6662, -0.3534, -1.0832], [-0.3102, -1.7471, -1.2243], [-0.6971, -2.5393, -0.1196], [1.5321, 0.2925, -0.1893], [2.1088, 1.2037, 0.9013], [-1.5753, -0.1123, -1.4348], [-0.8713, -2.1387, -2.0622], [0.7456, -1.8478, -1.4485], [-0.8018, -1.9837, 0.6649], [1.6736, -0.7566, 0.0454], [2.0635, 0.4965, -1.0985], [1.7240, 1.0287, 1.9061], [3.1848, 1.0204, 0.9417], [1.9145, 2.2395, 0.6613], [-3.1944, 1.1451, 0.7039], [-2.8806, 0.9267, 2.1284], [-3.5850, 0.7923, 1.4759]],
  "nbo_charge": [-0.62, 0.68, -0.65, 0.09, -0.72, -0.51, -0.60, 0.41, 0.18, 0.16, 0.48, 0.22, 0.24, 0.21, 0.21, 0.23, 0.47, 0.47, -0.93],
  "smiles": "CCC(=O)NCO.O",
  "lumo_energy_ev": 0.607
}


Least stable of them? a.


a:
{
  "formula": "C5H8O3",
  "method": "ωB97M-V with the def2-TZVPD basis set",
  "species": ["C", "C", "C", "C", "C", "H", "H", "H", "H", "H", "H", "H", "H", "O", "O", "O"],
  "xyz": [[0.0805, 0.8582, -1.5429], [0.7240, -0.6213, -0.1181], [0.4077, -1.5501, 1.1557], [-1.1094, -0.6926, 1.3898], [-0.6974, 0.7825, 0.6664], [-0.0079, 0.5282, -2.5579], [0.6556, 1.8805, -1.4925], [-0.3397, -0.8274, -0.3914], [1.0967, -1.6762, 2.1241], [0.1566, -2.5245, 0.6850], [-1.4119, -0.4819, 2.5359], [-1.7597, -1.4181, 0.6034], [-1.0020, 1.6777, 1.2759], [1.2339, -0.2636, -1.3155], [-1.0846, 0.8374, -0.8599], [0.6231, 0.6989, 0.6645]],
  "nbo_charge": [0.20, 0.32, -0.40, -0.47, 0.36, 0.19, 0.18, 0.15, 0.22, 0.21, 0.24, 0.23, 0.20, -0.52, -0.55, -0.56],
  "smiles": "C1O[C@H]2CC[C@H](O1)O2",
  "lumo_energy_ev": 0.977
}


b:
{
  "formula": "C5H8O3",
  "method": "ωB97M-V with the def2-TZVPD basis set",
  "species": ["C", "C", "C", "C", "C", "O", "O", "O", "H", "H", "H", "H", "H", "H", "H", "H"],
  "xyz": [[1.0332, 0.5861, 0.6224], [0.9910, 0.2939, 2.0743], [0.6663, -0.0577, -1.7756], [-1.7041, -0.4061, -0.0947], [0.3731, -0.1585, -0.2927], [-2.2392, -0.6573, -1.2968], [-2.3000, 0.1259, 0.7954], [-0.4539, -1.1875, 0.1130], [-3.1679, -0.3812, -1.3136], [1.7154, 1.3567, 0.2886], [1.7254, -0.4938, 2.3166], [0.0082, -0.1139, 2.3352], [1.1950, 1.1926, 2.6685], [0.4794, -1.0057, -2.2519], [1.6888, 0.2335, -1.9370], [-0.0106, 0.6731, -2.2515]],
  "nbo_charge": [-0.20, -0.66, -0.66, 0.98, 0.23, -0.68, -0.57, -0.51, 0.51, 0.20, 0.22, 0.24, 0.22, 0.23, 0.23, 0.22],
  "smiles": "C/C=C(/C)OC(=O)O",
  "lumo_energy_ev": 0.499
}


c:
{
  "formula": "C5H8O3",
  "method": "ωB97M-V with the def2-TZVPD basis set",
  "species": ["C", "C", "C", "C", "C", "H", "H", "H", "H", "H", "H", "H", "H", "O", "O", "O"],
  "xyz": [[-0.5112, 1.7860, -0.1152], [0.1452, 0.3632, -0.1570], [1.6248, 0.1056, -0.0998], [-1.2635, -1.3610, -0.6625], [-1.1691, -1.1664, 0.6374], [-0.5124, 2.1306, -1.1119], [-1.5961, 1.6185, 0.0753], [0.1357, 2.3366, 0.6684], [2.1707, 0.7120, -0.9513], [1.8558, 0.5552, 1.0642], [1.5467, -1.6901, 0.5458], [-1.8638, -2.0697, -1.2213], [-1.6208, -1.4929, 1.6499], [1.8502, -1.3057, -0.1873], [-0.4784, -0.3166, -1.2466], [-0.3141, -0.2053, 1.1121]],
  "nbo_charge": [-0.64, 0.48, -0.10, 0.00, 0.02, 0.22, 0.23, 0.22, 0.21, 0.18, 0.46, 0.23, 0.22, -0.70, -0.51, -0.53],
  "smiles": "CC1(CO)OC=CO1",
  "lumo_energy_ev": 0.886
}


d:
{
  "formula": "C5H8O3",
  "method": "ωB97M-V with the def2-TZVPD basis set",
  "species": ["C", "C", "C", "C", "C", "H", "H", "H", "H", "H", "H", "H", "H", "O", "O", "O"],
  "xyz": [[-0.9079, 0.0683, 0.8255], [-0.6729, 0.0490, -1.6395], [0.5980, -0.6288, -1.3176], [1.8891, -0.2318, -0.4381], [1.3507, 0.6618, 0.6368], [-1.5210, -0.8392, -1.7795], [-0.7825, 0.9081, -2.3636], [1.1742, -1.0806, -2.1851], [0.1803, -1.5661, -0.9367], [2.2602, -1.3518, 0.0512], [2.7024, 0.4099, -0.8855], [2.0409, 0.8143, 1.5147], [1.0228, 1.4831, 0.1755], [-1.7789, -0.6380, 1.2523], [-1.0546, 0.7007, -0.3242], [0.2561, 0.1511, 1.3227]],
  "nbo_charge": [0.98, -0.06, -0.51, -0.40, -0.08, 0.21, 0.22, 0.24, 0.23, 0.22, 0.23, 0.20, 0.18, -0.60, -0.59, -0.49],
  "smiles": "O=C1OCCCCO1",
  "lumo_energy_ev": 0.639
}


Least stable of them? a.


a:
{
  "formula": "C5H8O3",
  "method": "ωB97M-V with the def2-TZVPD basis set",
  "species": ["C", "C", "C", "C", "C", "H", "H", "H", "H", "H", "H", "H", "H", "O", "O", "O"],
  "xyz": [[-1.9863, -0.1771, 0.4310], [-0.6945, -0.7303, -0.1589], [1.4951, -0.7539, -0.2941], [1.5782, 0.6770, 0.0160], [-0.6514, 0.6249, 0.3865], [-2.3885, 0.8997, -1.1090], [-2.3578, -0.4009, 1.5001], [-0.6543, -0.6617, -1.1758], [1.6697, -0.7125, -1.3856], [2.5154, -1.1186, -0.0518], [2.5225, 1.1773, -0.2632], [1.6013, 0.7516, 1.2095], [-0.4865, 0.3855, 1.5568], [-2.9196, -0.0298, -0.4910], [0.4694, -1.3883, 0.1129], [0.2874, 1.4571, -0.2833]],
  "nbo_charge": [0.17, -0.03, -0.10, -0.10, -0.02, 0.49, 0.21, 0.17, 0.14, 0.21, 0.22, 0.16, 0.16, -0.66, -0.49, -0.52],
  "lumo_energy_ev": 0.243
}


b:
{
  "formula": "C5H8O3",
  "method": "ωB97M-V with the def2-TZVPD basis set",
  "species": ["C", "C", "C", "C", "C", "H", "H", "H", "H", "H", "H", "H", "H", "O", "O", "O"],
  "xyz": [[2.2536, 0.1000, 0.5280], [0.9927, -0.7107, -0.0491], [-0.1708, -0.1554, -0.1994], [-0.7945, 1.1056, 0.0455], [-2.4389, -0.4936, 0.1040], [3.1120, 0.2113, -1.3958], [2.0596, 1.1352, 0.9534], [2.2506, -0.6047, 1.5273], [0.9316, -1.8027, -0.0238], [-0.3504, 1.5094, 1.0527], [-0.4806, 1.8939, -0.6161], [-2.4947, -0.5887, 1.3578], [-3.1260, -0.9675, -0.5779], [3.3291, 0.1636, -0.3294], [-2.2382, 0.9747, -0.1698], [-1.2102, -1.1210, -0.1072]],
  "nbo_charge": [-0.07, -0.30, 0.26, -0.16, 0.22, 0.49, 0.16, 0.18, 0.23, 0.20, 0.22, 0.15, 0.20, -0.74, -0.52, -0.53],
  "smiles": "OC/C=C1\\COCO1",
  "lumo_energy_ev": 0.751
}


Least stable of them? a.


a:
{
  "formula": "C4H6N2O",
  "method": "ωB97M-V with the def2-TZVPD basis set",
  "species": ["C", "C", "N", "O", "C", "N", "C", "H", "H", "H", "H", "H", "H"],
  "xyz": [[2.1441, -0.6945, -0.2847], [0.6809, -0.4536, -0.5324], [0.3016, -0.6973, -1.9382], [-0.8458, -0.4576, -2.2098], [-1.3664, 0.1934, 0.9449], [-1.8750, 1.4668, 1.1969], [-0.2432, -0.0980, 0.3301], [2.6979, -0.5778, -1.2216], [2.5449, 0.0018, 0.4557], [2.3209, -1.7138, 0.0774], [-2.8838, 1.4871, 1.2525], [-1.5308, 2.1756, 0.5621], [-1.9338, -0.6198, 1.3960]],
  "nbo_charge": [-0.64, -0.04, 0.13, -0.28, -0.04, -0.80, 0.01, 0.23, 0.23, 0.22, 0.38, 0.38, 0.22],
  "smiles": "CC(=C=CN)N=O",
  "lumo_energy_ev": -0.358
}


b:
{
  "formula": "C4H6N2O",
  "method": "ωB97M-V with the def2-TZVPD basis set",
  "species": ["N", "C", "C", "C", "C", "O", "N", "H", "H", "H", "H", "H", "H"],
  "xyz": [[-2.2870, -0.0230, 0.2008], [-0.8901, 0.1736, 0.1993], [-0.1459, 1.3194, 0.3044], [1.2379, 0.9527, 0.1876], [1.2766, -0.4010, 0.0286], [2.3089, -1.2798, -0.1501], [-0.0190, -0.8778, 0.0274], [-2.7067, 0.4681, -0.5804], [-2.5103, -1.0040, 0.1040], [-0.5466, 2.3179, 0.4160], [2.0984, 1.6106, 0.2110], [2.4455, -1.3619, -1.1028], [-0.2459, -1.8570, 0.1055]],
  "nbo_charge": [-0.81, 0.29, -0.34, -0.34, 0.38, -0.69, -0.56, 0.38, 0.36, 0.22, 0.23, 0.48, 0.41],
  "smiles": "Nc1ccc(O)[nH]1",
  "lumo_energy_ev": 0.721
}


Least stable of them? a.